{"formula": "C29H43AuN3S3Si2Te", "method": "the ωB97M-V functional and the def2-TZVPD basis", "symbols": ["Au", "S", "C", "N", "C", "C", "N", "C", "C", "C", "C", "C", "C", "C", "C", "S", "C", "C", "C", "C", "C", "C", "C", "H", "H", "H", "H", "H", "H", "H", "H", "H", "H", "H", "H", "H", "H", "H", "H", "H", "H", "C", "Si", "C", "C", "C", "Te", "C", "Si", "C", "C", "C", "H", "H", "H", "H", "H", "H", "H", "H", "H", "H", "H", "H", "H", "H", "H", "H", "H", "H", "H", "H", "H", "H", "S", "C", "C", "N", "C", "H", "H", "H"], "positions_angstrom": [[-0.256, -1.119, -1.956], [-1.197, -0.868, 0.101], [-1.796, 0.755, 0.106], [-2.581, 1.169, 1.045], [-3.037, 2.575, 1.051], [-1.910, 3.450, 0.583], [-1.460, 2.977, -0.741], [-1.132, 4.047, -1.726], [-2.389, 4.782, -2.114], [-2.524, 6.127, -1.791], [-3.684, 6.810, -2.135], [-4.708, 6.146, -2.792], [-4.576, 4.800, -3.115], [-3.417, 4.118, -2.781], [-1.429, 1.707, -1.003], [-1.045, 1.079, -2.546], [-3.063, 0.327, 2.177], [-2.433, 0.780, 3.467], [-1.061, 0.636, 3.668], [-0.483, 1.072, 4.848], [-1.275, 1.649, 5.835], [-2.641, 1.786, 5.643], [-3.221, 1.356, 4.456], [-3.322, 2.822, 2.072], [-3.912, 2.654, 0.401], [-1.061, 3.433, 1.271], [-2.255, 4.475, 0.461], [-0.620, 3.584, -2.566], [-0.436, 4.713, -1.216], [-1.720, 6.651, -1.288], [-3.783, 7.859, -1.891], [-5.609, 6.679, -3.065], [-5.372, 4.290, -3.640], [-3.308, 3.077, -3.068], [-2.852, -0.714, 1.938], [-4.146, 0.455, 2.199], [-0.443, 0.161, 2.910], [0.580, 0.955, 5.011], [-0.824, 1.985, 6.760], [-3.258, 2.221, 6.416], [-4.291, 1.452, 4.314], [-1.101, -4.161, 1.507], [0.706, -4.208, 1.975], [1.578, -5.637, 1.163], [0.988, -4.143, 3.804], [1.480, -2.589, 1.256], [1.709, -2.613, -0.843], [3.091, -1.039, -1.027], [4.898, -1.759, -1.179], [6.009, -0.282, -1.086], [5.098, -2.955, 0.238], [4.938, -2.633, -2.825], [-1.593, -5.093, 1.790], [-1.257, -4.046, 0.428], [-1.624, -3.350, 2.020], [1.164, -6.577, 1.539], [2.644, -5.643, 1.401], [1.472, -5.674, 0.076], [0.660, -5.085, 4.251], [0.429, -3.342, 4.291], [2.045, -4.023, 4.047], [2.506, -2.427, 1.599], [0.895, -1.700, 1.494], [2.974, -0.414, -0.141], [2.854, -0.462, -1.923], [5.957, 0.202, -0.109], [5.764, 0.456, -1.852], [7.047, -0.583, -1.246], [5.100, -2.444, 1.204], [6.050, -3.484, 0.152], [4.328, -3.734, 0.263], [4.596, -1.982, -3.634], [4.341, -3.550, -2.829], [5.959, -2.931, -3.069], [0.131, -1.687, -6.418], [1.564, -2.270, -5.705], [1.509, -2.149, -4.360], [0.334, -1.593, -3.901], [-0.479, -1.297, -4.906], [2.365, -2.680, -6.300], [2.278, -2.472, -3.677], [-1.458, -0.862, -4.769]], "lowdin_charge": [0.53, 0.72, -0.54, -0.04, -0.04, -0.05, -0.05, -0.07, -0.24, -0.03, -0.04, -0.04, -0.05, -0.04, -0.60, 0.76, -0.07, -0.24, -0.05, -0.05, -0.04, -0.04, -0.03, 0.15, 0.16, 0.16, 0.15, 0.10, 0.15, 0.12, 0.12, 0.12, 0.12, 0.10, 0.09, 0.15, 0.09, 0.11, 0.12, 0.12, 0.13, -0.18, 0.41, -0.18, -0.16, -0.53, 1.42, -0.53, 0.43, -0.16, -0.18, -0.18, 0.05, 0.02, 0.02, 0.05, 0.04, 0.02, 0.05, 0.04, 0.05, 0.02, -0.04, 0.03, 0.01, 0.05, 0.05, 0.05, 0.05, 0.06, 0.01, 0.03, 0.03, 0.06, 1.18, -0.31, -0.23, -0.23, -0.47, 0.10, 0.05, 0.08], "homo_ha": -0.590, "relative_energy_kcal_mol": 1.8, "max_force_ha_per_bohr": 0.0119, "lumo_energy_ev": -10.5, "orbital_gap_ev": 5.50, "total_charge": 3}

{"formula": "C6H10", "method": "the ωB97M-V functional and the def2-TZVPD basis", "symbols": ["C", "C", "C", "C", "C", "C", "H", "H", "H", "H", "H", "H", "H", "H", "H", "H"], "positions_angstrom": [[0.894, 1.321, -0.216], [-0.301, 0.746, -0.924], [-0.223, -0.754, -1.180], [0.043, -1.427, 0.223], [-0.263, -0.320, 1.345], [-0.342, 0.956, 0.563], [1.808, 0.730, -0.125], [1.059, 2.390, -0.317], [-0.856, 1.365, -1.625], [-1.161, -1.092, -1.650], [0.564, -1.016, -1.907], [1.053, -1.841, 0.245], [-0.634, -2.296, 0.298], [0.301, 0.123, 2.219], [-1.173, -0.622, 1.871], [-0.767, 1.739, 1.179]], "lowdin_charge": [-0.09, -0.25, -0.16, -0.14, -0.15, -0.30, 0.11, 0.10, 0.13, 0.10, 0.11, 0.09, 0.10, 0.12, 0.09, 0.13], "homo_ha": -0.349, "relative_energy_kcal_mol": 28.4, "max_force_ha_per_bohr": 0.0447, "lumo_energy_ev": 1.2, "orbital_gap_ev": 10.74, "smiles": "C1C[C@@H]2C[C@@H]2C1"}